No. 1
10
Properties=species:S:1:pos:R:3:forces:R:3:mulliken_charge:R:1 method="wB97M-V/def2-TZVPD" largest_force_ha_per_bohr=0.1317 homo_ev=-15.763 gap_ev=10.4 total_charge=+1 de_lowest_kj_mol=420.6 lumo_energy_ev=-5.39 smiles="C=NC1=[NH+]C1"
C -2.2022 -0.1839 0.0708 -0.2 0.1 -0.9 -0.103
N -0.9492 -0.3001 0.1477 -5.5 0.2 -0.7 0.080
C 0.2265 -0.1975 0.0071 6.6 0.5 1.3 0.212
N 1.3870 -0.8831 0.0592 -0.2 -3.1 -2.2 -0.262
C 1.6080 0.4713 0.1650 -0.7 4.2 -1.3 -0.273
H -2.7327 -0.4754 0.9557 -0.5 0.1 0.4 0.287
H -2.7868 0.1580 -0.8474 1.2 -0.6 1.1 0.270
H 1.8036 -1.4145 -0.7092 -0.4 -0.3 0.3 0.296
H 1.8327 1.1789 -0.7595 -0.1 -1.7 1.9 0.240
H 2.0060 0.7580 1.1291 -0.3 0.6 0.0 0.253

No. 2
10
Properties=species:S:1:pos:R:3:forces:R:3:mulliken_charge:R:1 method="wB97M-V/def2-TZVPD" largest_force_ha_per_bohr=0.1104 homo_ev=-13.106 gap_ev=7.7 total_charge=+1 de_lowest_kj_mol=638.1 lumo_energy_ev=-5.45
C 0.5565 0.2107 -0.5336 -4.3 -2.6 -1.8 -0.111
C -2.0408 -0.3667 -0.1535 5.4 -1.4 1.2 -0.074
C 2.8825 0.2781 0.3421 -4.4 -0.5 -0.8 0.097
N 1.7656 0.1848 -0.0965 4.1 0.9 3.0 -0.048
N -0.9819 0.3164 0.3793 -2.7 -1.1 -2.1 -0.192
H -1.7686 -1.3446 -0.7219 -0.3 2.1 0.5 0.199
H -3.0801 -0.3872 0.1228 -0.2 1.2 0.4 0.312
H 3.7363 0.7345 0.7880 0.6 0.1 -0.4 0.388
H 0.2305 -0.7445 -1.1159 0.9 2.1 0.7 0.120
H -1.2999 1.1185 0.9892 1.0 -0.9 -0.8 0.308

No. 3
10
Properties=species:S:1:pos:R:3:forces:R:3:mulliken_charge:R:1 method="wB97M-V/def2-TZVPD" largest_force_ha_per_bohr=0.0605 homo_ev=-15.675 gap_ev=11.1 total_charge=+1 de_lowest_kj_mol=285.2 lumo_energy_ev=-4.60 smiles="C=CNC#[NH+]"
C 1.1441 -1.2225 -0.6101 -1.7 1.0 0.9 -0.583
C 0.0459 -0.9952 0.0712 0.5 1.4 -1.6 -0.202
N -0.7859 0.1502 -0.3438 0.5 -0.1 1.0 -0.208
C -0.7479 1.2511 0.2904 0.9 2.3 1.9 0.505
N -0.4619 2.2180 0.9307 -1.0 -1.8 -1.0 -0.182
H 1.6162 -2.0707 -0.2938 1.8 -2.1 0.3 0.283
H 1.5043 -0.5630 -1.3429 0.6 0.5 -0.9 0.294
H -0.3683 -1.5883 0.8061 -0.8 -1.1 1.5 0.409
H -1.1713 0.0322 -1.2448 -0.9 0.4 -1.1 0.318
H -0.7752 2.7881 1.7370 0.1 -0.6 -0.8 0.366

No. 4
10
Properties=species:S:1:pos:R:3:forces:R:3:mulliken_charge:R:1 method="wB97M-V/def2-TZVPD" largest_force_ha_per_bohr=0.0829 homo_ev="-16.384 / -15.167" gap_ev="10.3 / 8.3" total_charge=+1 de_lowest_kj_mol=726.5 lumo_energy_ev="-6.04 / -6.83"
C 1.3841 0.2155 -0.4926 2.7 2.4 -2.2 -0.059
C 0.0860 0.4982 1.0913 -1.3 0.2 1.4 0.209
C 0.1042 -0.3807 -0.8622 -1.1 -3.0 -2.4 -0.232
N 1.3208 0.7755 0.6740 -0.1 -0.1 0.5 -0.310
N -0.6942 -0.1330 0.2719 -0.5 0.1 1.3 -0.055
H 2.3596 0.4833 -1.1273 -2.4 -1.3 1.2 0.359
H -1.6105 1.5634 3.0047 0.3 -0.2 -0.3 0.119
H -0.5398 -0.1650 -1.7832 1.7 0.0 0.7 0.342
H 0.2042 -1.5177 -0.7888 0.3 1.0 -0.8 0.317
H -1.5472 -0.6944 0.4075 0.4 1.0 0.5 0.310

No. 5
10
Properties=species:S:1:pos:R:3:forces:R:3:mulliken_charge:R:1 method="wB97M-V/def2-TZVPD" largest_force_ha_per_bohr=0.0674 homo_ev="-15.848 / -15.669" gap_ev="8.9 / 8.9" total_charge=+1 de_lowest_kj_mol=664.6 lumo_energy_ev="-6.93 / -6.77"
C -0.8487 -0.9017 -0.2193 -1.5 -1.6 -0.5 0.254
C -0.9356 0.3090 -1.0916 2.0 0.2 -0.5 -0.198
C 0.5861 0.3028 0.7266 1.6 1.5 -1.2 -0.339
N -0.6320 0.9478 0.0812 1.5 0.2 0.7 -0.202
N 0.0031 -0.9989 0.7212 -0.1 0.1 -0.5 0.051
H -0.3019 0.2959 -1.9837 1.0 -0.7 0.3 0.266
H -1.8085 0.6349 -1.4853 -3.4 0.4 -0.7 0.274
H 1.6030 0.3343 0.0950 -2.2 0.1 1.5 0.300
H 0.5923 0.7312 1.6990 0.8 0.2 0.8 0.331
H 0.1687 -1.8043 1.2987 0.3 -0.5 0.1 0.264

No. 6
11
Properties=species:S:1:pos:R:3:forces:R:3:mulliken_charge:R:1 method="wB97M-V/def2-TZVPD" largest_force_ha_per_bohr=0.0812 homo_ev="-13.975 / -13.970" gap_ev="5.7 / 5.7" total_charge=+1 de_lowest_kj_mol=937.5 lumo_energy_ev="-8.31 / -8.31"
C -1.9676 0.2892 0.3156 -0.3 1.0 -0.9 0.342
C -0.4582 -1.3479 -0.6133 2.5 -2.0 2.7 -0.302
C -0.6386 0.0485 0.1178 1.1 0.8 3.2 0.146
N 2.2114 0.9499 0.3721 -3.4 0.7 0.7 -0.352
N 0.1312 -0.1985 -1.0594 1.1 2.1 -1.2 -0.318
O -3.0383 0.5153 0.5602 -0.4 -0.2 0.2 -0.070
H 0.1824 -2.1039 0.0725 -1.7 1.5 -1.8 0.281
H -1.2566 -1.7014 -1.2823 0.0 -0.2 0.5 0.359
H -0.0642 0.5581 1.0951 -1.1 -2.0 -2.1 0.347
H 1.7363 1.9347 0.3516 1.2 -1.9 -0.5 0.306
H 3.1623 1.0558 0.0700 0.9 0.2 -0.8 0.262

No. 7
11
Properties=species:S:1:pos:R:3:forces:R:3:mulliken_charge:R:1 method="wB97M-V/def2-TZVPD" largest_force_ha_per_bohr=0.1215 homo_ev=-16.761 gap_ev=11.2 total_charge=+1 de_lowest_kj_mol=443.4 lumo_energy_ev=-5.52 smiles=C[n+]1ccno1
C 1.4963 0.8403 -0.0551 2.5 -2.9 -0.6 -0.632
N 0.2578 0.1520 -0.0660 -2.5 -1.6 0.6 0.217
C -0.2458 -1.0112 0.2462 -4.3 4.2 -1.6 0.001
C -1.7355 -0.8717 0.1164 2.5 0.9 -0.6 -0.231
N -1.9115 0.3829 -0.2455 -2.6 -2.0 0.4 -0.135
O -0.8194 1.0245 -0.3458 2.1 0.0 0.2 -0.043
H 1.2740 1.6513 0.5152 0.2 2.5 2.1 0.338
H 2.3446 0.1379 0.4020 -1.9 1.8 -1.3 0.315
H 1.6087 1.2146 -1.0625 0.9 -0.2 -0.3 0.294
H 0.2408 -1.8622 0.3622 2.6 -3.5 0.9 0.505
H -2.5101 -1.6585 0.1328 0.5 0.9 0.2 0.372

No. 8
12
Properties=species:S:1:pos:R:3:forces:R:3:mulliken_charge:R:1 method="wB97M-V/def2-TZVPD" largest_force_ha_per_bohr=0.0836 homo_ev=-2.124 gap_ev=6.4 total_charge=-1 de_lowest_kj_mol=320.8 lumo_energy_ev=4.23 smiles="[O-]N1C=[N+]([O-])CC1"
O -2.4602 -0.9560 0.0138 0.5 0.2 -0.1 -0.798
N -1.1865 -0.5644 0.2157 0.5 1.4 -0.1 0.218
C -0.1084 -1.2585 -0.0095 3.8 -2.1 -0.1 -0.255
N 1.1290 -0.6288 -0.0997 -2.6 1.4 0.1 0.292
O 2.4254 -1.0179 0.0050 -1.1 -0.4 0.1 -0.817
C 0.7880 0.7770 0.1507 1.4 2.1 -0.8 -0.584
C -0.7234 0.8292 -0.1033 -0.7 -0.3 -1.4 -0.557
H -0.0894 -2.3323 -0.1627 -0.4 0.1 0.2 0.419
H 1.4714 1.5563 -0.4976 -1.8 -2.1 1.2 0.231
H 0.9631 1.1364 1.1967 0.2 -0.8 -0.3 0.268
H -1.2502 1.5555 0.5263 0.0 -0.1 -0.5 0.312
H -0.9588 0.9035 -1.2354 0.2 0.4 1.7 0.272

No. 9
12
Properties=species:S:1:pos:R:3:forces:R:3:mulliken_charge:R:1 method="wB97M-V/def2-TZVPD" largest_force_ha_per_bohr=0.1072 homo_ev="-3.303 / -3.303" gap_ev="7.8 / 7.8" total_charge=-1 de_lowest_kj_mol=181.0 lumo_energy_ev="4.47 / 4.47"
C -0.4517 1.5132 -0.0306 0.7 1.0 0.7 -1.264
C 0.4652 0.2451 -0.1305 -5.4 -0.6 -0.7 0.548
N 0.5713 -0.3125 1.1946 2.5 0.6 1.8 -0.072
O 1.7787 -0.4559 1.5239 -1.3 0.0 -0.3 -0.522
N -0.2628 -0.6536 -1.0678 0.8 0.0 -0.4 -0.728
C -0.4816 -1.7970 -0.5094 0.0 -0.9 -0.1 0.000
O -0.2384 -2.0692 0.7023 -0.1 -1.0 0.0 -0.590
H -1.3053 1.6914 0.6853 0.5 -1.5 -0.7 0.297
H -0.7999 1.6689 -1.0815 0.5 0.6 1.0 0.318
H 0.2546 2.2392 0.4304 -0.3 0.5 -1.1 0.311
H 1.3336 0.5991 -0.5789 2.1 0.1 -0.4 0.358
H -0.8637 -2.6686 -1.1378 0.1 1.1 0.3 0.345

No. 10
12
Properties=species:S:1:pos:R:3:forces:R:3:mulliken_charge:R:1 method="wB97M-V/def2-TZVPD" largest_force_ha_per_bohr=0.1033 homo_ev="-2.114 / -2.114" gap_ev="6.2 / 6.2" total_charge=-1 de_lowest_kj_mol=191.4 lumo_energy_ev="4.06 / 4.06" smiles="N/C([O-])=C/CN=O"
N -2.4272 -0.3198 0.3688 0.4 5.1 -1.3 -0.450
C -1.2165 0.2892 0.0932 4.0 -1.7 -1.2 0.464
O -1.1553 1.5254 -0.0620 -1.2 0.8 0.6 -0.782
C -0.0292 -0.5000 -0.1625 0.0 2.3 1.3 -0.554
C 1.3131 0.1614 -0.2767 -0.1 1.6 -0.8 -0.384
N 2.5559 -0.1782 0.5733 1.9 0.6 -1.6 -0.131
O 3.6358 -0.0044 -0.0642 -3.5 -0.6 1.8 -0.312
H -2.5264 -1.2228 0.6021 -0.7 -3.3 1.1 0.151
H -3.0546 0.4776 0.4200 -0.8 -1.1 0.4 0.238
H 0.0428 -1.5251 -0.1278 -0.5 -2.4 0.1 0.301
H 1.7365 -0.0097 -1.2836 0.0 0.6 0.0 0.320
H 1.1252 1.3064 -0.0807 0.6 -1.9 -0.5 0.140

No. 11
12
Properties=species:S:1:pos:R:3:forces:R:3:mulliken_charge:R:1 method="wB97M-V/def2-TZVPD" largest_force_ha_per_bohr=0.0694 homo_ev=-3.731 gap_ev=7.9 total_charge=-1 de_lowest_kj_mol=274.0 lumo_energy_ev=4.12 smiles="[O-][N+]([O-])=NC1CC1"
O 2.3138 -1.1593 -0.4992 -0.5 1.6 0.7 -0.720
N 2.2093 0.0304 0.0173 1.1 -1.1 -0.7 0.985
O 3.2695 0.7108 0.1957 -1.2 -0.5 -0.1 -0.728
N 1.0760 0.5430 0.3785 0.7 1.0 -0.5 -0.720
C -0.0441 -0.2622 0.2029 -1.7 -2.3 0.0 -0.062
C -1.3499 0.3122 0.6928 -0.4 -0.6 0.7 -0.485
C -1.2745 -0.0048 -0.7434 0.5 0.9 -3.4 -0.513
H 0.1276 -1.3474 0.2882 -0.1 0.5 0.4 0.350
H -1.2878 1.3677 0.8528 -0.1 0.4 0.7 0.256
H -2.0484 -0.2748 1.3335 0.7 0.6 -0.5 0.208
H -1.9916 -0.7923 -1.2417 1.9 1.2 1.1 0.215
H -1.0000 0.8766 -1.4773 -1.1 -1.6 1.5 0.213

No. 12
12
Properties=species:S:1:pos:R:3:forces:R:3:mulliken_charge:R:1 method="wB97M-V/def2-TZVPD" largest_force_ha_per_bohr=0.0466 homo_ev=-2.675 gap_ev=6.8 total_charge=-1 de_lowest_kj_mol=314.0 lumo_energy_ev=4.17
C -0.6356 -2.4790 -1.7144 -0.6 -0.9 0.1 0.511
C 0.8352 0.0244 -0.4364 -0.9 -2.2 0.1 -0.325
C 0.5785 -0.9784 0.7593 -0.4 0.0 0.1 -0.486
N -0.3872 0.1057 0.3880 0.2 -0.3 0.5 0.207
N -1.6625 -1.8946 -1.7528 -1.3 1.1 -0.6 -0.633
O -1.6741 0.0081 -0.0761 -0.5 -0.1 -0.8 -0.809
O 0.2755 -3.2051 -1.6804 1.6 -0.8 -0.3 -0.523
H 1.6353 0.8101 -0.3486 -1.0 -0.9 -0.4 0.165
H 0.4954 -0.4801 -1.3779 1.0 1.5 0.3 0.038
H 0.1087 -2.0028 0.5090 0.8 1.9 -0.2 0.159
H -0.4381 0.8473 1.0454 0.5 0.6 0.6 0.168
H -1.8404 -0.9798 -1.1604 0.5 0.0 0.7 0.527

No. 13
12
Properties=species:S:1:pos:R:3:forces:R:3:mulliken_charge:R:1 method="wB97M-V/def2-TZVPD" largest_force_ha_per_bohr=0.0720 homo_ev=-8.457 gap_ev=8.6 total_charge=0 de_lowest_kj_mol=186.5 lumo_energy_ev=0.13
N 0.5338 0.3685 2.7446 -3.2 0.4 1.7 -0.467
P -0.8276 -0.0480 1.7880 1.0 1.1 2.3 0.079
N -0.0804 -0.7007 0.6598 0.2 -1.3 -0.9 -0.090
C -0.0483 -1.1691 -0.5771 0.5 3.6 -0.9 -0.173
C 0.0110 -0.3727 -1.6737 -0.5 -0.2 -1.7 -0.322
C -0.4008 1.0443 -1.8023 -1.1 1.9 -1.3 0.092
O -0.4508 1.9854 -1.0096 0.5 -1.9 0.0 -0.509
H 1.4070 0.1209 2.3654 1.2 -0.3 -0.1 0.279
H 0.4106 0.4692 3.7830 0.5 0.0 -1.7 0.240
H 0.1285 -2.1553 -0.7599 0.3 -2.9 0.0 0.403
H 0.1694 -0.9103 -2.6547 -0.4 0.8 1.2 0.243
H -0.8524 1.3679 -2.8635 1.1 -1.2 1.4 0.227

No. 14
13
Properties=species:S:1:pos:R:3:forces:R:3:mulliken_charge:R:1 method="wB97M-V/def2-TZVPD" largest_force_ha_per_bohr=0.0925 homo_ev=-13.858 gap_ev=9.0 total_charge=+1 de_lowest_kj_mol=40.8 lumo_energy_ev=-4.87 smiles="O=C1NC=[NH+]C1(S)S"
O 1.6548 1.4641 -0.2369 3.8 2.6 -0.3 -0.335
C 0.6603 0.9242 -0.1646 -3.8 -2.4 1.5 0.281
N -0.6855 1.5201 -0.2770 0.0 -1.4 -0.1 -0.066
C -1.5916 0.5441 -0.1539 0.0 0.1 0.2 -0.047
N -1.0233 -0.6001 0.0643 -1.0 -1.4 0.0 -0.014
C 0.3862 -0.6002 0.0705 1.5 0.5 -0.9 0.149
S 1.0482 -1.5445 1.5021 0.2 1.3 -0.3 -0.114
S 0.9746 -1.2473 -1.5982 1.1 -0.9 0.9 -0.168
H -0.8405 2.5045 -0.3436 -0.3 0.5 -0.2 0.212
H -2.6839 0.5085 -0.1897 0.4 1.0 0.0 0.412
H -1.5150 -1.4627 0.2702 -0.2 0.2 -0.2 0.242
H 1.3200 -0.4340 2.2546 -0.2 -0.5 -0.3 0.209
H 2.2957 -1.5767 -1.1977 -1.6 0.5 -0.3 0.239

No. 15
11
Properties=species:S:1:pos:R:3:forces:R:3:mulliken_charge:R:1 method="wB97M-V/def2-TZVPD" largest_force_ha_per_bohr=0.1426 homo_ev=-9.280 gap_ev=10.2 total_charge=0 de_lowest_kj_mol=297.1 lumo_energy_ev=0.93
C -0.4556 1.0719 -0.0680 2.7 -1.5 0.3 -0.082
C -1.6414 0.4589 0.0009 0.7 0.4 0.3 -0.427
C -0.3156 -1.0914 -0.2034 4.1 -4.9 3.5 0.008
H 1.8821 -0.4418 0.8000 2.1 -3.3 4.6 0.251
H 2.0455 -0.4151 -0.7750 1.7 -0.2 -0.1 0.281
H -0.1147 2.1004 -0.0383 -0.2 -0.3 -0.1 0.405
H -2.3439 1.2035 0.0482 -3.4 0.3 0.3 0.376
H 0.2217 -2.0460 0.1862 -1.0 1.1 -1.6 0.268
N 1.8179 0.0976 0.0590 -1.4 2.2 -4.6 -0.826
N 0.4389 -0.0176 -0.0784 -1.7 4.8 -1.3 0.326
N -1.5349 -0.9206 0.0688 -3.8 1.7 -1.3 -0.581

No. 16
11
Properties=species:S:1:pos:R:3:forces:R:3:mulliken_charge:R:1 method="wB97M-V/def2-TZVPD" largest_force_ha_per_bohr=0.0042 homo_ev=-9.511 gap_ev=10.3 total_charge=0 de_lowest_kj_mol=94.9 lumo_energy_ev=0.78 smiles=Cc1cnn[nH]1
C -1.4376 -0.4343 0.0572 -0.1 0.0 0.0 -1.027
C -0.0178 0.0357 0.0102 0.2 0.1 0.0 0.683
C 0.5467 1.2817 -0.1220 -0.1 0.0 0.0 -0.487
N 1.9018 1.1627 -0.1492 -0.1 -0.2 0.0 -0.262
N 2.2158 -0.0872 -0.0369 -0.1 0.1 0.0 -0.603
N 1.0679 -0.7729 0.0602 -0.1 -0.1 0.0 0.221
H -1.9678 0.0063 0.9077 0.1 -0.1 -0.1 0.269
H -1.9667 -0.1358 -0.8538 0.1 -0.1 0.1 0.262
H -1.5097 -1.5239 0.1420 0.1 0.2 0.0 0.303
H 0.0572 2.2420 -0.1991 0.1 -0.1 0.0 0.409
H 1.1101 -1.7743 0.1838 -0.1 0.2 -0.1 0.233

No. 17
11
Properties=species:S:1:pos:R:3:forces:R:3:mulliken_charge:R:1 method="wB97M-V/def2-TZVPD" largest_force_ha_per_bohr=0.0102 homo_ev=-9.758 gap_ev=10.7 total_charge=0 de_lowest_kj_mol=376.8 lumo_energy_ev=0.91 smiles="C=NCC1=NN1"
C -0.7048 0.7184 1.6593 0.0 0.1 -0.1 -0.221
N -0.7083 1.3359 0.5540 0.0 -0.2 0.3 -0.426
C -0.1556 0.7086 -0.6286 0.0 -0.1 -0.1 -0.323
C 0.3711 -0.6773 -0.5316 0.2 -0.3 0.4 0.626
N 0.8016 -1.5874 0.1963 -0.2 0.5 -0.1 -0.462
N 0.5867 -1.7904 -1.3765 0.1 0.0 -0.4 -0.487
H -1.1395 1.2225 2.5233 0.1 0.0 -0.1 0.266
H -0.3029 -0.2883 1.8164 0.0 0.1 -0.1 0.253
H 0.6527 1.3485 -1.0074 -0.1 -0.1 0.0 0.255
H -0.9212 0.7046 -1.4135 0.1 0.0 0.1 0.275
H 1.5203 -1.6951 -1.7916 -0.1 0.0 0.1 0.246

No. 18
11
Properties=species:S:1:pos:R:3:forces:R:3:mulliken_charge:R:1 method="wB97M-V/def2-TZVPD" largest_force_ha_per_bohr=0.0659 homo_ev=-9.516 gap_ev=10.6 total_charge=0 de_lowest_kj_mol=264.8 lumo_energy_ev=1.10 smiles=Cn1nccn1
C 1.2102 -0.4856 -1.1601 0.1 -0.3 -0.3 -0.661
N 0.1772 -0.1229 -0.2256 0.1 -1.1 -0.3 1.073
N -1.1143 -0.3749 -0.3693 -0.1 -0.1 0.2 -0.790
C -1.6745 0.1121 0.7348 0.5 0.5 0.1 -0.116
C -0.6172 0.6399 1.5717 0.3 -0.1 -1.4 -0.246
N 0.5151 0.3826 0.9092 0.7 0.0 -0.8 -0.781
H 1.4210 -1.5466 -1.0447 0.1 -0.1 -0.2 0.293
H 2.1047 0.0956 -0.9183 -0.3 -0.1 0.0 0.275
H 0.8854 -0.2694 -2.1750 0.0 -0.1 0.0 0.261
H -2.7545 -0.0136 0.8468 0.6 0.4 0.2 0.401
H -0.1532 1.5829 1.8305 -2.0 0.9 2.6 0.292

No. 19
11
Properties=species:S:1:pos:R:3:forces:R:3:mulliken_charge:R:1 method="wB97M-V/def2-TZVPD" largest_force_ha_per_bohr=0.0216 homo_ev=-9.818 gap_ev=10.4 total_charge=0 de_lowest_kj_mol=107.5 lumo_energy_ev=0.60
C 1.6965 -0.4542 0.1635 0.1 0.1 0.0 -0.816
N 0.3176 -0.8185 -0.0378 -0.3 0.0 -0.2 -0.420
C -0.6934 -0.0598 -0.1036 0.2 -0.3 0.0 0.633
N -0.8778 1.3010 0.0497 0.1 0.0 0.1 -0.454
C -1.8937 -0.7897 -0.5225 -0.8 -0.6 -0.3 0.059
N -2.7632 -1.4502 -0.9030 0.7 0.8 0.4 -0.383
H 2.2769 -1.3584 -0.0408 0.1 0.3 0.1 0.273
H 2.0366 0.3263 -0.5303 -0.1 0.0 0.1 0.320
H 1.9322 -0.1450 1.1905 -0.2 0.1 -0.1 0.291
H -0.2003 1.8258 0.5819 0.0 -0.2 -0.1 0.235
H -1.8313 1.6227 0.1523 0.2 -0.1 -0.1 0.263

No. 20
11
Properties=species:S:1:pos:R:3:forces:R:3:mulliken_charge:R:1 method="wB97M-V/def2-TZVPD" largest_force_ha_per_bohr=0.0042 homo_ev="-7.501 / -7.504" gap_ev="7.5 / 7.5" total_charge=0 de_lowest_kj_mol=322.5 lumo_energy_ev="-0.01 / 0.00"
C 0.4972 -0.0254 1.5079 0.0 0.0 0.0 -0.333
N 0.1576 0.1508 0.2581 0.0 0.0 0.0 0.034
C -0.5908 -0.8688 -0.5175 -0.1 -0.1 0.0 -0.383
N -0.5107 -0.4322 -1.8944 0.1 0.2 0.0 -0.402
N -0.0688 0.7624 -1.8778 0.0 -0.1 0.1 -0.191
C 0.2789 1.1759 -0.6275 0.0 0.0 0.1 -0.270
H 0.4303 -1.0241 1.9155 -0.1 0.2 0.0 0.227
H -0.2238 -1.8795 -0.3303 0.0 0.1 -0.1 0.376
H 0.8319 0.8085 2.1081 0.1 -0.1 -0.2 0.256
H -1.6326 -0.7756 -0.1897 0.1 -0.1 0.0 0.295
H 0.7724 2.1101 -0.4109 -0.1 -0.2 0.0 0.391